Entry 1:
Here is a structure of composition C30H28BrN9O2Zn from OMol25. Energies are from wB97M-V/def2-TZVPD.

Values from the calculation:
2S+1	1
energy	-167519.60589	eV
frontier orbital gap	6.01	eV
net charge	+2

Cartesian coordinates (Å):
Zn 0.234 -0.803 -0.399
C -10.801 -8.293 2.131
O -9.780 -8.589 1.182
C -8.754 -7.732 1.060
C -8.620 -6.548 1.788
C -7.519 -5.738 1.576
C -6.541 -6.083 0.649
C -6.687 -7.271 -0.074
C -7.775 -8.087 0.125
C -5.400 -5.196 0.465
N -5.221 -4.041 1.079
C -4.038 -3.567 0.607
C -3.473 -4.429 -0.307
N -4.359 -5.475 -0.387
C -2.215 -4.187 -0.927
C -1.564 -5.032 -1.844
C -0.329 -4.690 -2.333
C 0.266 -3.501 -1.905
N -0.331 -2.685 -1.056
C -1.560 -2.994 -0.576
C -2.175 -2.046 0.336
N -1.524 -0.878 0.581
C -2.032 -0.014 1.447
C -3.233 -0.250 2.118
C -3.920 -1.409 1.864
C -3.394 -2.337 0.949
H -11.507 -9.114 2.074
H -11.306 -7.359 1.880
H -10.389 -8.235 3.140
H -9.362 -6.258 2.513
H -7.409 -4.819 2.136
H -5.953 -7.577 -0.810
H -7.897 -9.007 -0.429
H -4.279 -6.299 -0.957
H -2.033 -5.954 -2.164
H 0.192 -5.325 -3.034
H 1.261 -3.228 -2.234
H -1.478 0.902 1.603
H -3.604 0.485 2.818
H -4.860 -1.635 2.350
O 3.798 4.730 1.733
C 2.987 3.886 1.092
C 2.343 4.178 -0.112
C 1.520 3.222 -0.669
N 1.303 2.016 -0.123
C 1.937 1.794 1.007
Br 1.546 0.089 1.788
C 2.779 2.639 1.684
H 3.884 5.572 1.265
H 2.474 5.136 -0.598
H 0.996 3.429 -1.594
H 3.264 2.381 2.613
C 2.911 -1.538 -5.772
C 4.206 -0.948 -5.220
C 5.043 -1.995 -4.495
C 3.939 0.283 -4.350
N 2.889 0.052 -3.341
C 1.587 0.341 -3.402
N 1.021 -0.133 -2.318
N 2.013 -0.715 -1.614
N 3.136 -0.613 -2.214
H 3.135 -2.288 -6.528
H 2.276 -0.783 -6.240
H 2.335 -2.037 -4.986
H 4.786 -0.560 -6.061
H 4.566 -2.323 -3.569
H 6.032 -1.610 -4.244
H 5.179 -2.871 -5.128
H 3.593 1.120 -4.954
H 4.830 0.587 -3.803
H 1.106 0.874 -4.203



Entry 2:
Here is a structure of composition C30H28Cl5FeI2N5O2Te from OMol25. Energies are from wB97M-V/def2-TZVPD.

Values from the calculation:
2S+1	6
energy	-163599.16396	eV
frontier orbital gap (spin up / spin down)	7.23 / 4.11	eV
net charge	+1
<S²>	8.7647

Cartesian coordinates (Å):
Fe -1.129 0.228 -0.072
I -5.933 0.920 -1.809
C -4.433 2.322 -1.513
C -4.689 3.680 -1.786
C -3.737 4.645 -1.609
I -4.215 6.629 -2.032
C -2.445 4.282 -1.136
C -1.384 5.179 -0.910
C -0.183 4.714 -0.444
C -0.035 3.344 -0.206
N -0.994 2.465 -0.413
C -2.196 2.917 -0.868
C -3.203 1.905 -1.051
O -2.893 0.671 -0.782
H -5.671 3.954 -2.144
H -1.533 6.234 -1.097
H 0.640 5.386 -0.245
H 0.900 2.962 0.194
Cl 3.684 -2.203 4.731
C 2.776 -1.791 3.322
C 1.970 -0.665 3.332
C 1.254 -0.361 2.192
Cl 0.203 1.034 2.194
C 1.294 -1.129 1.015
O 0.598 -0.815 -0.064
C 2.133 -2.256 1.066
Cl 2.262 -3.260 -0.337
C 2.861 -2.590 2.195
H 1.893 -0.046 4.214
H 3.488 -3.471 2.195
C 3.677 -0.057 -1.124
Te 1.914 0.834 -1.874
C 3.130 2.536 -2.261
C 4.559 2.083 -2.095
C 5.616 2.906 -2.469
C 6.922 2.475 -2.308
C 7.180 1.220 -1.774
C 6.133 0.397 -1.399
C 4.818 0.826 -1.556
H 3.722 -1.078 -1.504
H 3.563 -0.112 -0.037
H 2.850 3.330 -1.565
H 2.896 2.884 -3.268
H 5.415 3.881 -2.894
H 7.741 3.116 -2.606
H 8.200 0.881 -1.655
H 6.335 -0.583 -0.985
Cl 1.261 -2.129 -3.689
C -0.239 -2.450 -2.804
Cl -1.265 -1.008 -2.652
H 0.022 -2.776 -1.805
H -0.797 -3.193 -3.360
C -1.913 -2.823 0.393
N -2.584 -3.943 1.025
C -2.194 -3.983 2.437
N -2.544 -2.745 3.134
C -1.870 -1.643 2.475
N -2.235 -1.522 1.036
C -3.721 -1.365 0.973
N -4.411 -2.465 1.619
C -4.032 -3.712 0.955
C -3.991 -2.540 3.017
H -2.224 -2.762 -0.652
H -0.830 -2.975 0.442
H -1.114 -4.139 2.505
H -2.697 -4.821 2.922
H -0.792 -1.800 2.549
H -2.130 -0.706 2.973
H -4.013 -1.300 -0.074
H -3.987 -0.424 1.457
H -4.337 -3.668 -0.093
H -4.547 -4.546 1.433
H -4.508 -3.368 3.504
H -4.264 -1.613 3.525



Entry 3:
Here is a structure of composition C30H28F9N4O9TeY from OMol25. Energies are from wB97M-V/def2-TZVPD.

Values from the calculation:
2S+1	1
energy	-88755.60473	eV
frontier orbital gap	6.46	eV
net charge	-2

Cartesian coordinates (Å):
Y 0.396 0.468 0.464
O 4.413 -3.456 -0.055
C 4.637 -2.983 1.178
C 5.560 -3.656 1.982
C 5.861 -3.194 3.250
C 5.240 -2.055 3.748
C 4.308 -1.394 2.965
C 3.991 -1.836 1.685
C 2.949 -1.090 0.919
O 2.285 -0.179 1.498
N 2.829 -1.437 -0.347
N 1.843 -0.743 -1.034
C 1.965 -0.826 -2.307
C 1.112 -0.226 -3.302
C 1.421 -0.447 -4.648
C 0.681 0.106 -5.672
C -0.404 0.924 -5.351
C -0.739 1.158 -4.037
C -0.020 0.573 -2.965
O -0.412 0.748 -1.750
H 3.796 -2.784 -0.491
H 6.035 -4.544 1.582
H 6.591 -3.723 3.853
H 5.476 -1.693 4.741
H 3.786 -0.520 3.334
H 2.816 -1.400 -2.681
H 2.273 -1.079 -4.882
H 0.934 -0.096 -6.705
H -0.988 1.373 -6.147
H -1.584 1.790 -3.783
C -2.487 -3.060 2.421
O -2.104 -3.092 1.049
C -1.575 -1.862 0.562
O -0.463 -1.449 1.084
N -2.650 -0.897 0.598
N -2.220 0.406 0.261
H -2.099 -3.960 2.901
H -3.578 -3.047 2.507
H -2.079 -2.185 2.919
H -3.437 -1.220 0.050
H -2.602 1.093 0.896
H -2.399 0.656 -0.703
C -0.571 4.836 -1.654
C -0.283 3.994 -0.413
C -0.463 4.811 0.857
O -1.186 2.897 -0.354
C 1.203 3.507 -0.451
O 2.061 4.339 -0.742
O 1.392 2.279 -0.170
H -1.568 5.280 -1.582
H -0.524 4.212 -2.550
H 0.173 5.626 -1.745
H -1.491 5.175 0.942
H 0.226 5.655 0.834
H -0.247 4.188 1.723
H -0.924 2.281 -1.069
Te -1.028 -2.608 -1.535
C -2.866 -2.631 -2.638
C -3.510 -3.819 -2.982
C -4.649 -3.813 -3.774
C -5.177 -2.615 -4.236
C -4.551 -1.423 -3.898
C -3.408 -1.435 -3.111
H -3.106 -4.759 -2.623
H -5.129 -4.750 -4.036
H -6.065 -2.611 -4.859
H -4.943 -0.481 -4.263
H -2.904 -0.501 -2.883
F -0.844 2.693 5.660
C -1.215 2.319 4.411
F -2.290 1.515 4.543
F -1.635 3.426 3.780
C -0.082 1.609 3.588
O -0.437 1.523 2.303
C 0.098 0.209 4.297
F -0.002 0.299 5.657
F 1.266 -0.372 4.054
F -0.873 -0.618 3.909
C 1.241 2.443 3.802
F 1.919 2.098 4.924
F 2.060 2.297 2.775
F 0.979 3.766 3.921



Here are the calculated ΔE to the lowest compared entry with this formula, charge and spin numbers, same order: 22.2, 5.7, 21.1 (kcal/mol).
Here are the calculated max |F| numbers, same order: 0.31, 0.59, 1.46 (eV/Å).